Below is a structure of composition C22H20BrHfN7S2Se3Te in a non-equilibrium geometry, with properties calculated with ωB97M-V/def2-TZVPD.

```
57
Properties=species:S:1:pos:R:3:mulliken_charge:R:1
Hf 10.63076 8.88950 10.78573 -0.87
N 8.26654 9.75592 14.77884 -0.43
C 9.10392 9.44279 13.72444 0.50
S 8.46155 9.58945 12.14026 -0.36
N 10.35227 9.17222 14.07322 -1.44
N 11.15926 8.80952 13.06544 1.69
C 12.40016 8.57165 13.28981 0.31
C 12.97583 8.78100 14.61654 -0.89
C 12.97553 10.05365 15.12235 0.25
C 13.47863 10.33664 16.40137 -0.91
C 13.94190 9.24949 17.15211 -0.35
C 13.97699 7.96052 16.61511 -0.91
C 13.54154 7.73826 15.31574 0.02
C 13.15015 7.86946 12.19559 0.80
C 14.48878 7.72954 12.17874 -0.42
C 15.06875 6.95518 11.18882 -0.76
C 14.20626 6.32272 10.26309 -0.95
C 12.84209 6.54857 10.30094 -0.13
N 12.36330 7.36406 11.22505 0.60
H 7.44386 10.27381 14.59030 0.26
H 8.72854 9.86080 15.63773 0.23
H 12.55207 10.84643 14.51971 0.34
H 13.45607 11.35657 16.79922 0.42
H 14.33300 9.40994 18.16558 0.36
H 14.42373 7.10662 17.10084 0.39
H 13.53570 6.72831 14.92582 0.42
H 15.10099 8.25208 12.94004 0.52
H 16.11947 6.79753 11.14767 0.50
H 14.60720 5.61530 9.54811 0.44
H 12.13274 6.12218 9.62175 0.46
Se 8.97568 10.19815 9.11091 0.05
Se 8.67982 12.38233 9.91335 -0.29
Te 11.08820 13.00269 9.90861 -0.05
Se 11.68263 11.29234 11.65679 -0.15
C 7.28785 7.80958 6.97344 -0.83
N 7.10350 7.63422 8.36506 0.25
C 5.99331 7.93481 9.08500 -0.44
C 6.21917 7.73135 10.38520 -0.65
N 7.54319 7.26450 10.45420 0.80
C 8.11499 7.33908 9.20307 -0.53
S 9.75946 7.05744 8.86107 -0.21
C 8.15329 6.67311 11.52857 0.38
C 7.45064 5.72342 12.24280 -0.78
C 8.08947 4.94073 13.17793 -0.63
C 9.42336 5.11460 13.41574 -1.10
C 10.03542 6.13945 12.72272 0.17
N 9.45727 6.85860 11.78499 0.92
H 6.34535 8.17483 6.55562 0.33
H 7.49238 6.85635 6.55570 0.35
H 8.12156 8.52664 6.78600 0.32
H 5.12300 8.32203 8.59216 0.46
H 5.58736 7.88591 11.20725 0.61
H 6.37412 5.60616 12.05919 0.48
H 7.52417 4.17988 13.71230 0.41
H 9.98435 4.48586 14.14532 0.42
H 11.04322 6.37185 13.03086 0.02
Br 12.41852 9.36424 8.78303 -0.39
```

The HOMO-LUMO gap is 5.64 eV. As for the LUMO energy: -0.71 eV. As for the total charge: 0. The value obtained for the max |F| is 2.537 eV/Å.